Below is one molecule with the formula C24H34N6O3 at a distorted geometry, with properties calculated with wB97M-V/def2-TZVPD.

Its spin multiplicity is 1. Its LUMO energy is 0.533 eV. For the orbital gap, the calculation gives 9.380 eV. The SMILES is CCCC[C@H](CN(N=O)[C@@H](Cc1ccccc1)CN(C)N=O)N(CCc1ccccc1)N=O. The calculation puts the total energy at -1488.99222 hartree. The value obtained for the energy above the lowest of the compared OMol25 structures with the same formula, charge and spin is 809.4 kJ/mol. The HOMO energy comes out at -8.8 eV. Its charge is 0.

Cartesian coordinates (Å):
C 2.57513 3.63484 -2.21105
C 2.52415 2.20754 -1.68026
C 2.30413 2.18536 -0.16854
C 2.24731 0.77153 0.41131
C 0.91187 0.07081 0.11503
C -0.16522 0.55063 1.10619
N -1.50513 0.51361 0.56226
N -2.14529 1.57759 0.17038
O -1.56654 2.66054 0.24424
C -2.22791 -0.73950 0.50117
C -2.83882 -1.09361 1.87736
C -3.74800 -0.00730 2.37923
C -5.11731 -0.06278 2.14856
C -5.94503 0.96351 2.56761
C -5.41226 2.06225 3.21963
C -4.05156 2.12123 3.46523
C -3.22618 1.09161 3.05058
C -3.32417 -0.65389 -0.57194
N -2.80484 -0.18117 -1.83686
C -3.56261 0.80068 -2.57935
N -1.64872 -0.63642 -2.19518
O -1.15417 -0.23035 -3.25160
N 1.05988 -1.38589 0.17315
C 0.99721 -2.15891 -1.04863
C 2.25578 -2.00150 -1.91422
C 3.53996 -2.23730 -1.16424
C 3.68598 -3.30180 -0.28317
C 4.86957 -3.48526 0.40936
C 5.92925 -2.61430 0.22629
C 5.80174 -1.56141 -0.66271
C 4.61520 -1.37577 -1.34933
N 1.35143 -2.07454 1.23268
O 1.49446 -1.47982 2.30461
H 2.73444 3.63827 -3.28681
H 1.64030 4.14914 -2.00034
H 3.38489 4.18897 -1.74090
H 3.46253 1.69935 -1.91515
H 1.71743 1.67402 -2.18731
H 1.38319 2.72506 0.06136
H 3.12592 2.72172 0.31037
H 2.39034 0.80157 1.49305
H 3.06192 0.17648 -0.00661
H 0.58990 0.30722 -0.90215
H 0.02353 1.60247 1.34325
H -0.11496 -0.03431 2.02517
H -1.51263 -1.51988 0.22406
H -2.02430 -1.25371 2.58589
H -3.38572 -2.03156 1.77434
H -5.54073 -0.92264 1.64783
H -7.00775 0.90538 2.38358
H -6.05670 2.86641 3.54129
H -3.63005 2.97117 3.98014
H -2.16784 1.14044 3.26093
H -3.76707 -1.64786 -0.69894
H -4.09394 0.04544 -0.24416
H -3.02442 0.98863 -3.50926
H -4.55935 0.41858 -2.79745
H -3.63294 1.72266 -2.00214
H 0.12628 -1.84908 -1.62935
H 0.87717 -3.20025 -0.74561
H 2.27117 -1.00225 -2.35261
H 2.17527 -2.71682 -2.73708
H 2.87387 -3.99471 -0.12861
H 4.96216 -4.31206 1.09769
H 6.85047 -2.75604 0.77147
H 6.62469 -0.87919 -0.81855
H 4.52366 -0.55287 -2.04522

So, what does the Löwdin scheme give us? The charges, in e, come out as:
1 C -0.109
2 C -0.265
3 C -0.198
4 C -0.135
5 C -0.219
6 C -0.077
7 N -0.100
8 N -0.038
9 O -0.043
10 C -0.246
11 C -0.080
12 C -0.240
13 C -0.057
14 C -0.080
15 C -0.086
16 C -0.070
17 C -0.045
18 C -0.105
19 N -0.187
20 C -0.014
21 N -0.078
22 O -0.059
23 N -0.111
24 C -0.147
25 C -0.110
26 C -0.241
27 C -0.051
28 C -0.075
29 C -0.091
30 C -0.082
31 C -0.065
32 N -0.038
33 O -0.067
34 H 0.069
35 H 0.074
36 H 0.072
37 H 0.099
38 H 0.100
39 H 0.105
40 H 0.118
41 H 0.117
42 H 0.101
43 H 0.135
44 H 0.119
45 H 0.112
46 H 0.136
47 H 0.121
48 H 0.124
49 H 0.113
50 H 0.102
51 H 0.102
52 H 0.106
53 H 0.113
54 H 0.139
55 H 0.114
56 H 0.081
57 H 0.095
58 H 0.089
59 H 0.084
60 H 0.119
61 H 0.108
62 H 0.128
63 H 0.105
64 H 0.103
65 H 0.100
66 H 0.102
67 H 0.103

***

Below is C24H34N9OPt as an isolated structure at a distorted geometry, with properties calculated with wB97M-V/def2-TZVPD.

Its spin multiplicity is 3. Its LUMO energy (alpha / beta) is -2.358 / -3.866 eV. For the orbital gap (alpha / beta), the calculation gives 8.015 / 6.411 eV. The calculation puts the total energy at -1622.00873 hartree. Its expectation value of S² is 2.055. The HOMO energy (alpha / beta) comes out at -10.4 / -10.3 eV. Its charge is +1.

Cartesian coordinates (Å):
Pt 0.07009 0.67240 -1.12019
O 2.19658 3.94836 -2.12280
C 1.73181 2.87030 -1.77520
N 0.50036 2.39453 -1.83606
C -2.37730 3.23847 -1.78891
C -2.78735 2.02854 -1.26689
C -4.13702 1.96548 -0.79842
C -4.73200 0.78947 -0.45549
C -3.98102 -0.37987 -0.58607
C -2.66143 -0.27658 -0.96630
N -2.00924 0.86406 -1.24262
C 2.67488 1.80969 -1.17965
C 4.02772 2.03951 -1.01918
C 4.82361 1.00311 -0.56135
C 4.23991 -0.23572 -0.32892
C 2.88251 -0.39050 -0.52646
N 2.10456 0.62674 -0.91371
H -1.42018 3.37150 -2.26147
H -3.03779 4.09239 -1.72097
H -4.68654 2.89587 -0.76499
H -5.75758 0.75544 -0.11418
H -4.40591 -1.35170 -0.38297
H -2.09007 -1.18563 -1.05778
H 4.41646 3.01755 -1.26488
H 5.88368 1.14986 -0.40149
H 4.83149 -1.08149 -0.00904
H 2.40155 -1.34643 -0.38734
C 1.34249 -0.29855 4.37946
N 1.13848 0.97104 3.70182
C 1.11705 2.12222 4.60417
C 0.57915 3.23538 3.72516
N -0.18354 2.48339 2.74905
C -0.93643 3.19801 1.75487
C 0.29333 1.20706 2.62697
N -0.01323 0.42288 1.64104
C 0.36887 -0.96736 1.71555
C -0.31056 -1.83993 0.66770
N -0.01167 -1.50861 -0.72726
C -0.22993 -2.42813 -1.64021
N -0.89751 -3.61799 -1.46794
C -1.15504 -4.37019 -0.24950
C -0.82733 -4.43013 -2.67788
C -0.46141 -3.41541 -3.73993
N 0.16332 -2.36154 -2.95498
C 0.67358 -1.23169 -3.70210
H 2.01978 -0.11808 5.21184
H 1.81638 -1.03212 3.73478
H 0.40879 -0.70556 4.78297
H 2.11859 2.32352 4.98168
H 0.45315 1.93054 5.45555
H 1.38825 3.79394 3.23726
H -0.05940 3.94014 4.25567
H -1.56511 3.93209 2.26057
H -1.56806 2.49726 1.22271
H -0.29636 3.71726 1.03846
H 0.05328 -1.40408 2.66510
H 1.45582 -1.09794 1.63990
H -1.39075 -1.78547 0.85958
H 0.02863 -2.85258 0.88458
H -1.68690 -3.78108 0.48928
H -0.23787 -4.77451 0.18881
H -1.79245 -5.20946 -0.52031
H -1.78561 -4.91234 -2.86272
H -0.05939 -5.20459 -2.57414
H -1.34437 -3.03625 -4.26718
H 0.23840 -3.81033 -4.47392
H 0.94386 -1.59659 -4.69277
H 1.57319 -0.83318 -3.24520
H -0.06321 -0.43639 -3.82514

So, what does the Löwdin scheme give us? The charges, in e, come out as:
1 Pt 1.192
2 O 0.089
3 C -0.573
4 N -0.063
5 C 0.136
6 C -0.326
7 C -0.015
8 C -0.045
9 C -0.034
10 C -0.142
11 N -0.050
12 C -0.190
13 C 0.022
14 C -0.024
15 C -0.032
16 C -0.116
17 N -0.060
18 H 0.036
19 H 0.080
20 H 0.120
21 H 0.119
22 H 0.112
23 H 0.073
24 H 0.128
25 H 0.119
26 H 0.115
27 H 0.100
28 C -0.057
29 N -0.084
30 C -0.132
31 C -0.125
32 N -0.109
33 C -0.039
34 C -0.355
35 N 0.058
36 C -0.260
37 C -0.234
38 N -0.081
39 C -0.344
40 N -0.073
41 C -0.043
42 C -0.117
43 C -0.118
44 N -0.085
45 C -0.048
46 H 0.093
47 H 0.072
48 H 0.100
49 H 0.125
50 H 0.128
51 H 0.129
52 H 0.126
53 H 0.095
54 H 0.060
55 H 0.090
56 H 0.104
57 H 0.098
58 H 0.109
59 H 0.097
60 H 0.078
61 H 0.103
62 H 0.097
63 H 0.130
64 H 0.134
65 H 0.134
66 H 0.130
67 H 0.095
68 H 0.069
69 H 0.080

***

Below is an isolated ion of composition C24H34NO3 and charge +1, with properties calculated with wB97M-V/def2-TZVPD.

Its spin multiplicity is 1. Its LUMO energy is -1.948 eV. For the orbital gap, the calculation gives 9.187 eV. The SMILES is COc1cccc(OC)c1OCCCC[N@H+]1CC[C@@H](Cc2ccccc2)CC1. The calculation puts the total energy at -1215.16842 hartree. The value obtained for the energy above the lowest of the compared OMol25 structures with the same formula, charge and spin is 83.1 kJ/mol. The HOMO energy comes out at -11.1 eV. Its charge is +1.

Cartesian coordinates (Å):
C -2.01650 -0.46259 -3.05004
O -0.85083 -0.60202 -2.26329
C -0.83656 -1.57234 -1.30772
C -1.88522 -2.43842 -1.02855
C -1.75533 -3.36198 -0.00886
C -0.61543 -3.42163 0.76858
C 0.44575 -2.56186 0.50873
O 1.60413 -2.51386 1.23202
C 1.79691 -3.46715 2.25619
C 0.34399 -1.66374 -0.55900
O 1.37716 -0.79175 -0.89948
C 2.67595 -1.34595 -1.14008
C 3.69449 -0.78711 -0.14417
C 4.27458 0.59410 -0.48560
C 3.28801 1.61497 -1.05523
N 2.01540 1.70042 -0.31197
C 1.02834 2.57918 -0.97145
C -0.36813 2.23164 -0.45471
C -0.32316 1.78180 1.01415
C -1.66736 2.04632 1.70635
C -2.77053 1.25331 1.05818
C -3.61737 1.83272 0.12266
C -4.61863 1.08989 -0.47867
C -4.79184 -0.24196 -0.14246
C -3.95591 -0.82714 0.79340
C -2.94698 -0.08613 1.38134
C 0.82611 2.51115 1.71225
C 2.17141 2.09189 1.10662
H -2.88262 -0.20823 -2.43164
H -2.22339 -1.37033 -3.62180
H -1.80825 0.35449 -3.73863
H -2.79460 -2.40356 -1.60266
H -2.56507 -4.04530 0.19200
H -0.55731 -4.13544 1.57246
H 1.06146 -3.34810 3.05625
H 2.79331 -3.27424 2.65017
H 1.75381 -4.48686 1.86599
H 2.63295 -2.43160 -1.05418
H 2.95043 -1.09594 -2.17076
H 4.52800 -1.48597 -0.07944
H 3.21693 -0.77687 0.83699
H 5.05586 0.47415 -1.23769
H 4.75533 0.99283 0.40889
H 3.03590 1.33560 -2.07996
H 3.75594 2.60292 -1.07507
H 1.61063 0.72664 -0.36508
H 1.29587 3.61718 -0.76148
H 1.07451 2.42473 -2.04981
H -0.79810 1.43755 -1.06281
H -1.00585 3.10937 -0.55429
H -0.14059 0.70212 1.06038
H -1.89687 3.11232 1.66311
H -1.58724 1.76014 2.75682
H -3.50736 2.87792 -0.12818
H -5.27183 1.55531 -1.20164
H -5.58213 -0.81785 -0.59990
H -4.09501 -1.85988 1.07321
H -2.29989 -0.55052 2.11190
H 0.83029 2.28311 2.77763
H 0.67476 3.58682 1.61317
H 2.88840 2.91477 1.16409
H 2.57929 1.24098 1.65277

So, what does the Löwdin scheme give us? The charges, in e, come out as:
1 C -0.055
2 O -0.087
3 C -0.197
4 C -0.027
5 C -0.069
6 C -0.013
7 C -0.203
8 O -0.101
9 C -0.058
10 C -0.114
11 O -0.092
12 C -0.137
13 C -0.149
14 C -0.155
15 C -0.122
16 N -0.117
17 C -0.090
18 C -0.102
19 C -0.300
20 C -0.113
21 C -0.231
22 C -0.046
23 C -0.083
24 C -0.091
25 C -0.089
26 C -0.036
27 C -0.113
28 C -0.091
29 H 0.084
30 H 0.103
31 H 0.099
32 H 0.112
33 H 0.117
34 H 0.109
35 H 0.101
36 H 0.098
37 H 0.104
38 H 0.136
39 H 0.139
40 H 0.127
41 H 0.100
42 H 0.125
43 H 0.116
44 H 0.135
45 H 0.144
46 H 0.130
47 H 0.144
48 H 0.141
49 H 0.107
50 H 0.128
51 H 0.141
52 H 0.128
53 H 0.127
54 H 0.112
55 H 0.108
56 H 0.108
57 H 0.105
58 H 0.119
59 H 0.129
60 H 0.130
61 H 0.143
62 H 0.132